1.
193
Properties=species:S:1:pos:R:3:mulliken_spin:R:1 method="wB97M-V/def2-TZVPD" mol_weight_g_mol=1212.14 orbital_gap_ev="5.432 / 3.676" s2=3.767 total_charge=+5 multiplicity=4
Ti -9.15117 9.08426 -3.49282 2.01
C -10.12333 10.43585 -10.02864 0.05
C -10.23210 10.38612 -8.58705 0.06
C -11.18929 11.51495 -7.97721 0.06
O -11.28912 11.51037 -6.75519 0.40
C -11.81595 12.54605 -8.85607 0.08
C -11.55551 12.52277 -10.20390 0.00
C -10.73979 11.37022 -10.81953 0.00
O -10.60871 11.27525 -12.14056 -0.02
O -11.81705 13.60093 -10.83078 0.02
O -9.85794 9.40641 -7.92430 0.34
H -9.57306 9.60549 -10.44591 0.00
H -12.36511 13.37505 -8.43465 0.00
C -15.05440 21.22411 -13.52396 0.00
O -14.78026 19.84252 -13.14010 0.00
C -14.64812 19.44782 -11.76420 0.00
C -16.09564 19.12864 -11.22256 0.00
N -16.59892 17.80738 -11.90513 0.00
H -17.09167 18.21864 -12.68498 0.00
H -15.76865 17.32894 -12.22428 0.00
C -17.46384 16.89799 -11.14456 0.00
C -17.87826 15.72989 -11.88451 0.00
O -16.84285 15.04478 -12.37679 0.00
C -17.10299 14.11341 -13.46816 0.00
H -15.63393 21.78689 -12.79216 0.00
H -15.55325 21.23359 -14.49306 0.00
H -14.10018 21.73429 -13.65539 0.00
H -14.07570 20.18911 -11.20659 0.00
H -14.06190 18.53003 -11.71835 0.00
H -16.81403 19.88978 -11.52699 0.00
H -16.09301 18.94613 -10.14796 0.00
H -18.35610 17.45337 -10.85555 0.00
H -16.90046 16.59647 -10.26150 0.00
H -18.69522 16.00577 -12.55127 0.00
H -18.19269 14.93335 -11.21015 0.00
H -17.79182 13.38713 -13.03674 0.00
H -16.12342 13.71132 -13.72674 0.00
H -17.47346 14.58109 -14.38037 0.00
C -8.49943 0.29875 -8.00379 0.00
O -8.40809 1.64561 -7.66857 0.00
C -9.51292 2.19862 -6.97352 0.00
C -10.68851 2.36985 -7.98079 0.00
N -10.33587 3.36251 -9.11548 0.00
H -10.26250 4.25880 -8.65571 0.00
H -9.46723 3.09207 -9.55414 0.00
C -11.28013 3.36142 -10.33821 0.00
C -12.60100 4.03448 -9.84427 0.00
O -13.26015 3.48783 -8.71018 0.00
C -13.99161 2.31514 -9.09360 0.00
H -8.94209 0.33660 -8.99914 0.00
H -9.22199 -0.20398 -7.36092 0.00
H -7.53396 -0.19165 -7.87943 0.00
H -9.22504 3.15110 -6.52855 0.00
H -9.92433 1.58133 -6.17490 0.00
H -11.49281 2.84114 -7.41592 0.00
H -10.98832 1.40696 -8.39439 0.00
H -11.46344 2.32991 -10.63902 0.00
H -10.81870 3.83359 -11.20552 0.00
H -13.26857 4.05396 -10.70571 0.00
H -12.41693 5.08312 -9.61067 0.00
H -14.13539 1.92868 -8.08460 0.00
H -13.47770 1.51745 -9.62996 0.00
H -14.99644 2.50211 -9.47235 0.00
C -19.18542 9.37872 0.05336 0.00
O -18.28969 9.81666 -0.84163 0.00
C -17.42458 8.84511 -1.35299 0.00
C -16.85853 9.30784 -2.77941 0.00
N -18.03264 9.76803 -3.66849 0.00
H -18.62644 8.96880 -3.83795 0.00
H -18.59676 10.36650 -3.08221 0.00
C -17.61218 10.47795 -4.94733 0.00
C -17.43595 9.46356 -6.10416 0.00
O -18.48767 8.45297 -6.22517 0.00
C -19.70519 9.04959 -6.56988 0.00
H -18.83709 8.45985 0.52500 0.00
H -20.05050 9.15938 -0.57244 0.00
H -19.35905 10.28224 0.63784 0.00
H -17.97377 7.92476 -1.55166 0.00
H -16.70966 8.63365 -0.55782 0.00
H -16.32805 8.43027 -3.14896 0.00
H -16.14426 10.11726 -2.62856 0.00
H -16.71461 11.06711 -4.75927 0.00
H -18.44357 11.16456 -5.10686 0.00
H -16.49123 8.98766 -5.84124 0.00
H -17.39602 10.11450 -6.97754 0.00
H -20.52018 8.34942 -6.38639 0.00
H -19.71892 9.46229 -7.57863 0.00
H -20.01648 9.93975 -6.02326 0.00
C -4.18436 11.56124 -18.82154 0.00
O -4.37091 10.20818 -18.43542 0.00
C -5.20864 9.95984 -17.32099 0.00
C -4.72036 8.67257 -16.64464 0.00
N -3.15403 8.64686 -16.49555 0.00
H -2.88336 8.46391 -17.45125 0.00
H -2.97157 9.60835 -16.24586 0.00
C -2.55540 7.60091 -15.42833 0.00
C -1.06179 7.69819 -15.38169 0.00
O -0.37531 7.66126 -16.60039 0.00
C -0.32721 6.34287 -17.30396 0.00
H -5.14628 12.02541 -19.03918 0.00
H -3.40371 11.49598 -19.57945 0.00
H -3.70933 12.18889 -18.06756 0.00
H -6.23872 9.94945 -17.67726 0.00
H -5.03620 10.76185 -16.60325 0.00
H -5.02892 7.73585 -17.10879 0.00
H -5.13680 8.59641 -15.64020 0.00
H -2.71508 6.56314 -15.72097 0.00
H -2.85036 7.85476 -14.41016 0.00
H -0.65971 7.09431 -14.56821 0.00
H -1.05893 8.75669 -15.12156 0.00
H 0.26204 5.66777 -16.68338 0.00
H 0.15361 6.52404 -18.26526 0.00
H -1.32864 6.00034 -17.56458 0.00
C -2.38409 20.28171 -13.08456 0.00
O -3.65322 19.65581 -13.06450 0.00
C -4.06188 19.03939 -14.20089 0.00
C -5.38148 18.19550 -13.74963 0.00
N -5.11089 17.30626 -12.47185 0.00
H -4.26422 16.81573 -12.72214 0.00
H -4.85720 17.92744 -11.71697 0.00
C -6.27047 16.49846 -12.00281 0.00
C -6.01589 16.13602 -10.56779 0.00
O -5.02027 17.04088 -9.89991 0.00
C -4.95887 16.86464 -8.47687 0.00
H -2.04648 20.80793 -13.97744 0.00
H -1.66324 19.51422 -12.80275 0.00
H -2.36878 20.93672 -12.21345 0.00
H -3.29372 18.50266 -14.75760 0.00
H -4.49602 19.69577 -14.95508 0.00
H -5.57740 17.43480 -14.50530 0.00
H -6.35990 18.65199 -13.59999 0.00
H -6.41555 15.75648 -12.78800 0.00
H -7.08825 17.19155 -12.20022 0.00
H -5.64400 15.11161 -10.54851 0.00
H -6.97632 16.17711 -10.05399 0.00
H -5.97279 17.12252 -8.17099 0.00
H -4.36722 17.62158 -7.96201 0.00
H -4.63847 15.85065 -8.23756 0.00
C -3.07994 6.90153 -7.70044 0.00
O -2.23856 5.96277 -7.09016 0.00
C -2.75211 5.29517 -6.01535 0.00
C -1.63729 4.62121 -5.27823 0.00
N -0.79475 3.63241 -6.14808 0.00
H -0.42805 4.26858 -6.84155 0.00
H 0.04387 3.29493 -5.69760 0.00
C -1.55051 2.44588 -6.71096 0.00
C -0.67707 1.39406 -7.51582 0.00
O 0.10580 2.06664 -8.42531 0.00
C 0.68617 1.17258 -9.35027 0.00
H -3.32784 7.60792 -6.90819 0.00
H -3.94810 6.53078 -8.24536 0.00
H -2.41292 7.42953 -8.38191 0.00
H -3.52310 4.58006 -6.30226 0.00
H -3.16040 5.99799 -5.28911 0.00
H -2.07015 4.22285 -4.36060 0.00
H -0.94388 5.39695 -4.95338 0.00
H -2.33053 2.78229 -7.39396 0.00
H -1.94901 2.01751 -5.79129 0.00
H -1.32940 0.65953 -7.98808 0.00
H 0.02182 0.82693 -6.90099 0.00
H 1.54404 1.48343 -9.94652 0.00
H 0.02541 0.65583 -10.04631 0.00
H 1.17138 0.29908 -8.91476 0.00
C -15.76491 17.25104 3.70392 0.00
O -15.28498 17.17622 2.34789 0.00
C -15.70048 18.31169 1.57523 0.00
C -15.37829 17.85372 0.20376 0.00
N -14.00832 17.29018 0.06593 0.00
H -13.26758 17.96306 0.20239 0.00
H -13.91060 16.53100 0.72486 0.00
C -13.68214 16.65771 -1.29154 0.00
C -13.76222 17.77310 -2.41394 0.00
O -13.31980 19.00313 -1.94865 0.00
C -13.78352 20.17550 -2.67686 0.00
H -16.82142 17.04599 3.87667 0.00
H -15.43204 18.16762 4.19093 0.00
H -15.18922 16.46905 4.19907 0.00
H -15.05238 19.15187 1.82457 0.00
H -16.77486 18.48931 1.52765 0.00
H -15.54230 18.58979 -0.58327 0.00
H -15.91323 16.92398 0.01004 0.00
H -14.32878 15.80488 -1.49804 0.00
H -12.69103 16.21027 -1.21670 0.00
H -14.80169 17.78863 -2.74162 0.00
H -13.03686 17.62645 -3.21422 0.00
H -14.80205 20.36766 -2.33957 0.00
H -13.56105 20.14937 -3.74359 0.00
H -13.31796 21.08234 -2.29086 0.00
B -6.36475 2.51655 -13.63887 0.00
F -7.09060 1.56504 -13.00210 0.00
F -5.09592 2.08870 -13.65457 0.00
F -6.82927 2.62924 -14.93050 0.00
F -6.47375 3.62855 -12.81563 0.00

2.
193
Properties=species:S:1:pos:R:3:mulliken_spin:R:1 method="wB97M-V/def2-TZVPD" mol_weight_g_mol=1212.14 orbital_gap_ev="3.973 / 4.240" s2=3.751 total_charge=+5 multiplicity=4
Ti 6.15473 14.35573 -12.45391 3.03
C 4.75184 7.63509 -13.40849 0.00
C 6.14002 7.53657 -13.29067 0.00
C 7.11176 8.73919 -13.34853 0.01
O 8.40144 8.68359 -13.44402 0.00
C 6.57631 9.97883 -13.37978 0.02
C 5.07396 10.26591 -13.38425 0.02
C 4.15602 8.99065 -13.51675 -0.01
O 2.94151 9.15076 -13.64354 0.00
O 4.64388 11.42986 -13.23272 -0.06
O 6.52113 6.34791 -13.00056 0.00
H 4.16963 6.72649 -13.45162 0.00
H 7.21299 10.84800 -13.45462 -0.01
C 7.15884 10.27337 -7.75477 0.00
O 6.19295 9.27890 -7.97943 0.00
C 6.77169 7.89840 -8.11227 0.00
C 5.68810 7.00459 -8.59901 0.00
N 4.40515 6.96716 -7.72386 0.00
H 4.02545 6.13559 -8.15331 0.00
H 4.68291 6.66095 -6.80234 0.00
C 3.36222 8.04599 -7.69071 0.00
C 1.98135 7.34006 -7.54014 0.00
O 1.78224 6.32580 -8.49555 0.00
C 1.37966 6.60625 -9.79962 0.00
H 7.86527 9.90892 -7.00895 0.00
H 6.70360 11.20659 -7.42316 0.00
H 7.68128 10.55378 -8.66940 0.00
H 7.19120 7.58431 -7.15652 0.00
H 7.57563 7.85900 -8.84724 0.00
H 5.97728 5.95840 -8.69866 0.00
H 5.35230 7.41971 -9.54928 0.00
H 3.48263 8.61232 -8.61422 0.00
H 3.65891 8.59247 -6.79549 0.00
H 1.25531 8.14973 -7.46650 0.00
H 1.76056 6.75447 -6.64772 0.00
H 2.02497 7.27293 -10.37166 0.00
H 0.40602 7.07742 -9.66512 0.00
H 1.24607 5.68812 -10.37172 0.00
C 3.93307 2.21895 -8.38489 0.00
O 4.05100 2.57087 -9.78014 0.00
C 3.11489 1.80844 -10.57683 0.00
C 3.36475 2.19235 -12.02791 0.00
N 4.83914 2.08486 -12.40519 0.00
H 4.90347 2.30130 -13.38963 0.00
H 5.50679 2.73695 -12.01904 0.00
C 5.49596 0.71686 -12.19764 0.00
C 6.33960 0.61402 -10.89631 0.00
O 6.90070 1.88650 -10.54252 0.00
C 7.38758 1.98633 -9.17201 0.00
H 2.90605 2.25592 -8.02163 0.00
H 4.55691 2.92418 -7.83571 0.00
H 4.18285 1.18060 -8.16677 0.00
H 2.08158 2.00473 -10.29072 0.00
H 3.29824 0.75933 -10.34481 0.00
H 3.03179 3.20783 -12.24253 0.00
H 2.88189 1.44730 -12.66024 0.00
H 4.82115 -0.12623 -12.34575 0.00
H 6.19467 0.66145 -13.03241 0.00
H 7.19895 -0.04088 -11.04025 0.00
H 5.76059 0.21741 -10.06232 0.00
H 8.12067 1.26252 -8.81596 0.00
H 6.62371 1.88833 -8.40066 0.00
H 7.79997 2.99153 -9.08487 0.00
C 12.64492 3.69621 -18.14980 0.00
O 11.84467 4.21501 -17.17796 0.00
C 10.48739 3.82477 -17.26659 0.00
C 9.75507 4.45570 -16.05020 0.00
N 10.62772 4.59139 -14.78773 0.00
H 11.45606 5.12906 -14.99954 0.00
H 10.15337 5.08958 -14.04820 0.00
C 10.94729 3.16308 -14.20315 0.00
C 11.83555 3.37855 -12.89857 0.00
O 12.81560 4.41288 -13.12304 0.00
C 13.41343 4.84652 -11.96304 0.00
H 12.29180 3.80131 -19.17566 0.00
H 12.73350 2.63692 -17.90861 0.00
H 13.56120 4.28205 -18.07701 0.00
H 10.43183 2.74078 -17.16673 0.00
H 10.01452 4.19764 -18.17514 0.00
H 8.71310 4.16507 -15.91622 0.00
H 9.49455 5.48198 -16.30903 0.00
H 11.49708 2.54752 -14.91512 0.00
H 9.98483 2.67971 -14.03538 0.00
H 12.45012 2.52105 -12.62453 0.00
H 11.15542 3.66201 -12.09535 0.00
H 13.97328 4.06822 -11.44446 0.00
H 12.92932 5.52850 -11.26402 0.00
H 14.16426 5.49795 -12.41025 0.00
C -1.27139 0.68466 -19.25706 0.00
O -1.71902 1.64521 -18.31740 0.00
C -2.66836 2.56999 -18.76348 0.00
C -3.38943 3.34526 -17.65066 0.00
N -2.54519 4.60947 -17.27011 0.00
H -2.54350 5.32699 -17.98094 0.00
H -3.06625 5.10504 -16.56089 0.00
C -1.12130 4.30022 -16.76101 0.00
C -0.25814 5.61620 -16.86225 0.00
O -0.22947 6.07914 -18.18659 0.00
C 0.37805 7.28616 -18.32582 0.00
H -1.96700 0.48194 -20.07139 0.00
H -1.13934 -0.18819 -18.61770 0.00
H -0.30131 1.01660 -19.62702 0.00
H -3.40569 2.07222 -19.39329 0.00
H -2.12471 3.28570 -19.38017 0.00
H -3.45566 2.69525 -16.77818 0.00
H -4.33771 3.65070 -18.09289 0.00
H -0.68912 3.49805 -17.35922 0.00
H -1.32754 3.88050 -15.77644 0.00
H 0.79111 5.48153 -16.59949 0.00
H -0.69517 6.29499 -16.12988 0.00
H -0.19072 8.10476 -17.88478 0.00
H 0.60066 7.53295 -19.36392 0.00
H 1.29241 7.38799 -17.74129 0.00
C 9.59963 9.17711 -3.08224 0.00
O 10.95987 8.89544 -2.64751 0.00
C 11.68869 8.02665 -3.47204 0.00
C 11.86941 8.54248 -4.89458 0.00
N 12.42392 10.02400 -4.83999 0.00
H 11.62463 10.61412 -5.02164 0.00
H 12.73792 10.20299 -3.89686 0.00
C 13.64380 10.47413 -5.70071 0.00
C 13.05519 10.84023 -7.09202 0.00
O 12.04576 10.05076 -7.71423 0.00
C 12.09620 10.13252 -9.15773 0.00
H 9.00241 8.36668 -2.66434 0.00
H 9.52931 9.15520 -4.16975 0.00
H 9.21122 10.06013 -2.57480 0.00
H 11.21242 7.05186 -3.57722 0.00
H 12.66293 7.83083 -3.02416 0.00
H 10.99620 8.57193 -5.54631 0.00
H 12.61731 7.97294 -5.44627 0.00
H 14.35365 9.65435 -5.81104 0.00
H 14.10181 11.36852 -5.27835 0.00
H 13.89755 10.98205 -7.76908 0.00
H 12.51418 11.78241 -7.00426 0.00
H 12.54418 9.27532 -9.66034 0.00
H 12.64316 10.98101 -9.56882 0.00
H 11.06250 10.13209 -9.50351 0.00
C 6.51427 7.36516 -18.91800 0.00
O 7.27043 8.45909 -18.40098 0.00
C 6.51446 9.64512 -18.26884 0.00
C 7.47679 10.86670 -18.07572 0.00
N 8.79627 10.45592 -17.42671 0.00
H 8.74787 10.36814 -16.42169 0.00
H 8.94332 9.47433 -17.61370 0.00
C 9.95673 11.43677 -17.45947 0.00
C 11.14282 10.79580 -16.68425 0.00
O 11.35948 9.39924 -16.90951 0.00
C 12.36439 8.82971 -16.01069 0.00
H 5.73349 7.12969 -18.19478 0.00
H 7.05493 6.42330 -19.01118 0.00
H 6.10981 7.55865 -19.91151 0.00
H 5.76934 9.60231 -17.47445 0.00
H 5.95093 9.74238 -19.19678 0.00
H 6.98765 11.70503 -17.57969 0.00
H 7.70845 11.17649 -19.09477 0.00
H 9.72240 12.39876 -17.00365 0.00
H 10.12443 11.67444 -18.50993 0.00
H 10.88618 10.91245 -15.63134 0.00
H 11.99552 11.46439 -16.80253 0.00
H 13.32170 9.31673 -16.19636 0.00
H 12.36608 7.76461 -16.24235 0.00
H 12.21944 8.89877 -14.93258 0.00
C 1.15568 14.56878 -16.06595 0.00
O 0.35956 14.02810 -15.05057 0.00
C 0.09919 12.71683 -15.46672 0.00
C -1.02935 12.09626 -14.61266 0.00
N -0.57335 11.67909 -13.16018 0.00
H -1.23369 10.99885 -12.81186 0.00
H 0.28966 11.15968 -13.23443 0.00
C -0.31919 12.80152 -12.11208 0.00
C 0.09106 12.20743 -10.77730 0.00
O -0.57733 10.99050 -10.41451 0.00
C -1.93221 11.07528 -10.11616 0.00
H 0.62541 14.78072 -16.99438 0.00
H 2.07288 13.99714 -16.20764 0.00
H 1.48474 15.54086 -15.69867 0.00
H 0.96315 12.10745 -15.20153 0.00
H -0.28596 12.59538 -16.47915 0.00
H -1.42203 11.15814 -15.00488 0.00
H -1.81578 12.83444 -14.45548 0.00
H -1.24981 13.36899 -12.11736 0.00
H 0.37967 13.52984 -12.52346 0.00
H 0.04504 12.82903 -9.88310 0.00
H 1.13718 11.90127 -10.77873 0.00
H -2.12551 11.67337 -9.22563 0.00
H -2.27991 10.07361 -9.86350 0.00
H -2.47398 11.47563 -10.97307 0.00
B 4.70450 1.92727 -17.21010 0.00
F 5.99357 1.43725 -17.07716 0.00
F 4.48717 2.30325 -18.51096 0.00
F 3.84640 0.90796 -16.67462 0.00
F 4.48180 2.95584 -16.31188 0.00

Most stable one: 2, least stable one: 1.

1.
9
Properties=species:S:1:pos:R:3:nbo_charge:R:1 method="wB97M-V/def2-TZVPD" mol_weight_g_mol=77.09 orbital_gap_ev=9.059 total_charge=0 multiplicity=1
C -1.96690 -1.04789 0.01171 -0.15
C -1.15029 -0.14710 -0.09492 -0.10
C -0.12486 0.81523 -0.08410 -0.21
C 1.23689 0.85471 -0.02098 -0.27
C 1.80438 -0.57349 0.22489 0.20
N 1.84495 -1.80073 -0.19971 -0.28
H -3.00954 -1.67772 0.35858 0.29
H -0.61960 1.78223 -0.35781 0.24
H 1.98497 1.79477 0.16233 0.28

2.
9
Properties=species:S:1:pos:R:3:nbo_charge:R:1 method="wB97M-V/def2-TZVPD" mol_weight_g_mol=77.09 orbital_gap_ev=9.218 total_charge=0 multiplicity=1
C -0.55498 -0.86032 0.40315 -0.24
C 0.61068 -1.20768 -0.33175 -0.03
C 2.54584 0.24636 0.44577 0.42
C -1.00994 0.34812 -0.37241 -0.42
C 0.44224 0.22299 -0.40325 0.12
N 1.55066 0.73327 0.09933 -0.57
H -0.59885 -1.17416 1.45701 0.26
H -1.46835 0.36951 -1.41325 0.24
H -1.51730 1.32192 0.11539 0.22

Most stable one: 1, least stable one: 2.